[1]
Below is 2 unconnected molecules or ions with the total composition CCl3NO2S in a non-equilibrium geometry, with properties calculated with ωB97M-V/def2-TZVPD.

Geometry (Å):
C (2.68830, 0.27580, -0.56951)
N (1.83931, 0.73670, -1.17097)
O (-2.98176, -0.62564, 0.91469)
O (-0.60040, -0.24746, 1.42657)
S (-1.68643, -0.14862, 0.50725)
Cl (3.85570, -0.23866, 0.41056)
Cl (-1.83424, 1.63266, -0.33529)
Cl (-1.28048, -1.38477, -1.18328)

Properties
charge	0
energy relative to the best compared isomer or geometry (same formula, charge and spin)	0.0	kcal per mole
gap between HOMO and LUMO	10.40	eV
HOMO level	-11.708	eV

---

[2]
Below is a molecular structure, C16H27N2O4 in a non-equilibrium geometry, with properties calculated with ωB97M-V/def2-TZVPD.

Geometry (Å):
C (-5.26625, -2.17057, 1.59537)
H (-5.11242, -2.81296, 0.61617)
O (-5.31795, -0.72240, 1.14334)
C (-4.48554, -0.24530, 0.37583)
C (-3.35105, -0.99709, -0.19862)
C (-2.53201, -0.19842, -0.78944)
C (-2.81919, 1.07738, -1.01929)
C (-3.91824, 1.82569, -0.85177)
C (-4.84591, 1.14428, -0.03950)
H (-5.66058, 1.53382, 0.40092)
H (-4.15646, 3.02883, -0.98174)
H (-2.16110, 1.87372, -1.90496)
O (-1.34305, -1.02927, -1.31887)
C (-0.35996, -0.23656, -2.03110)
C (0.83832, 0.07253, -1.36619)
O (1.07867, -1.00204, -0.21514)
H (0.34104, -1.56542, -0.08022)
H (1.67451, 0.14120, -1.82292)
C (0.70384, 1.51398, -0.52894)
N (1.57563, 1.85098, 0.60513)
C (1.57916, 1.17554, 1.70153)
C (2.81817, 0.50484, 2.20601)
N (3.44229, -0.01579, 0.83259)
H (2.57134, -0.55306, 0.47015)
C (4.48579, -0.98717, 0.73780)
H (4.12775, -1.93545, 1.56498)
H (5.33998, -0.91241, 1.52536)
C (5.00823, -1.57645, -0.38598)
H (5.59033, -1.08558, -0.73771)
O (3.86996, -1.99123, -1.08880)
H (4.04664, -2.47272, -1.90772)
H (5.47458, -2.69596, -0.27287)
C (3.91881, 1.01857, -0.08145)
C (2.88661, 2.05016, 0.00624)
H (3.28347, 2.83262, 0.74831)
H (2.86380, 2.88493, -0.89612)
H (3.94236, 0.61234, -1.29690)
H (4.89208, 1.30610, 0.45915)
H (2.73834, -0.36428, 2.76472)
H (3.58434, 1.19329, 2.57062)
H (1.60598, 1.87622, 2.72612)
H (0.63283, 0.58164, 2.12232)
H (0.40106, 2.17102, -1.16554)
H (-0.39365, 1.18684, 0.10564)
H (-0.84890, 0.56197, -2.75319)
H (0.06203, -1.21553, -2.73964)
H (-3.05712, -1.95450, 0.22815)
H (-6.06854, -2.58107, 2.12752)
H (-4.39682, -2.23601, 2.02014)

Properties
charge	+1
energy relative to the best compared isomer or geometry (same formula, charge and spin)	368.7	kcal per mole
gap between HOMO and LUMO	7.83	eV
HOMO level	-10.135	eV

---

[3]
Below is 2 unconnected molecules or ions with the total composition C7H14FN4O5S in a non-equilibrium geometry, with properties calculated with ωB97M-V/def2-TZVPD.

Geometry (Å):
C (1.90553, 2.13543, -3.02291)
S (2.21600, 1.32813, -1.36160)
O (3.69618, 0.78835, -1.39091)
O (1.22971, 0.13095, -1.23153)
C (2.03068, 2.45914, 0.11991)
N (2.65711, 3.86265, 0.23174)
C (2.17392, 4.23418, 1.63968)
N (2.53136, 5.49812, 2.09189)
F (2.12955, 5.96734, 3.32228)
N (1.36320, 3.15194, 2.32510)
N (1.26030, 2.08458, 1.40340)
H (0.80125, 1.91423, -3.41346)
H (2.62211, 1.65663, -3.84814)
H (2.04206, 3.29729, -3.05056)
H (3.09115, 6.11777, 1.43526)
H (0.94730, 3.18768, 3.28894)
H (0.75189, 1.17462, 1.61582)
C (-1.67125, -1.61181, -1.56460)
C (-0.73895, -2.33708, -0.60908)
O (-1.42568, -2.72801, 0.58671)
C (-2.25472, -3.79545, 0.46632)
O (-2.45584, -4.43826, -0.55069)
O (-2.84744, -4.00506, 1.66886)
C (-3.83103, -5.03643, 1.65123)
H (-2.15110, -0.76383, -1.06464)
H (-1.12252, -1.24669, -2.43718)
H (-2.47350, -2.26734, -1.91553)
H (0.06338, -1.65698, -0.30446)
H (-0.26509, -3.20401, -1.08235)
H (-3.42119, -5.97137, 1.25618)
H (-4.69669, -4.71461, 1.06384)
H (-4.15767, -5.21211, 2.68048)

Properties
charge	+1
energy relative to the best compared isomer or geometry (same formula, charge and spin)	77.8	kcal per mole
gap between HOMO and LUMO	6.91	eV
HOMO level	-12.528	eV

---

[4]
Below is 2 unconnected molecules or ions with the total composition C3H9N3O in a non-equilibrium geometry, with properties calculated with ωB97M-V/def2-TZVPD.

Geometry (Å):
N (0.21315, -0.54849, -0.93944)
N (-0.92443, -1.34172, -0.77904)
C (0.15679, 0.75078, -0.23392)
C (-0.99154, 1.29312, 0.22501)
O (0.59250, -0.38832, -2.36165)
H (0.12157, 0.42038, -2.62412)
H (-0.77137, -2.21030, -1.27836)
H (-1.72338, -0.84570, -1.16135)
H (1.03086, 1.32921, -0.48598)
H (-1.85324, 0.70149, 0.49841)
H (-1.00812, 2.34225, 0.47755)
C (1.03797, -0.13349, 2.27966)
N (1.41673, -0.47480, 1.14831)
H (1.02792, -0.97940, -0.41012)
H (0.22031, 0.62337, 2.42652)
H (1.45429, -0.53840, 3.21852)

Properties
charge	0
energy relative to the best compared isomer or geometry (same formula, charge and spin)	167.9	kcal per mole
gap between HOMO and LUMO (spin up / spin down)	7.07 / 7.07	eV
HOMO level (spin up / spin down)	-6.528 / -6.529	eV

---

[5]
Below is a molecular structure, C31H44Cl4CrN3OPSSi, with properties calculated with ωB97M-V/def2-TZVPD.

Geometry (Å):
Cr (-0.02164, -0.16160, 0.04234)
Cl (4.91035, -0.58938, 0.77468)
C (3.64306, -0.50509, 1.94371)
C (3.96709, -0.52039, 3.32112)
C (2.99493, -0.50064, 4.27116)
Cl (3.41893, -0.52630, 5.95145)
C (1.62921, -0.47096, 3.89313)
C (0.52884, -0.53866, 4.77601)
C (-0.74388, -0.55295, 4.27885)
C (-0.95001, -0.45526, 2.89336)
N (0.05970, -0.36763, 2.05301)
C (1.34532, -0.41477, 2.52335)
C (2.34379, -0.43853, 1.51303)
O (1.94898, -0.42855, 0.24346)
H (5.00739, -0.55563, 3.61756)
H (0.70693, -0.59382, 5.84303)
H (-1.60035, -0.62950, 4.93452)
H (-1.94213, -0.42506, 2.45804)
C (-1.69035, 2.85085, -1.75809)
C (-0.45748, 3.43179, -1.05889)
C (-0.69336, 4.91126, -0.71018)
P (0.19520, 2.37467, 0.30625)
C (-0.62486, 2.81934, 1.91359)
C (-2.14719, 2.92890, 1.75274)
C (-0.08621, 4.00365, 2.71857)
C (1.99956, 2.79726, 0.39758)
C (2.40752, 4.26967, 0.53886)
C (2.73747, 2.24988, -0.83143)
H (-1.85780, 3.38540, -2.69855)
H (-2.58515, 2.96291, -1.14232)
H (-1.58973, 1.78862, -1.97302)
H (0.36619, 3.38070, -1.77278)
H (-1.70598, 5.06788, -0.33785)
H (-0.58837, 5.51231, -1.61702)
H (0.00080, 5.31006, 0.02269)
H (-0.43073, 1.93616, 2.52264)
H (-2.42763, 3.87412, 1.28586)
H (-2.60893, 2.90976, 2.74412)
H (-2.56618, 2.11276, 1.16800)
H (-0.16622, 4.95159, 2.18854)
H (0.94661, 3.85864, 3.03230)
H (-0.68953, 4.09156, 3.62586)
H (2.34612, 2.24579, 1.27851)
H (2.15337, 4.82994, -0.36207)
H (3.49500, 4.30686, 0.63639)
H (1.98678, 4.78280, 1.39447)
H (2.57551, 2.90980, -1.68675)
H (2.44816, 1.24018, -1.10466)
H (3.81140, 2.23972, -0.63019)
Cl (0.23340, -0.61769, -2.37384)
C (-0.02134, 0.42946, -3.82297)
Cl (1.06256, 1.79076, -3.98379)
H (-1.04557, 0.77341, -3.79092)
H (0.15302, -0.24434, -4.65004)
N (2.06937, -2.94964, -0.85547)
C (0.95203, -3.54286, -0.41933)
S (-0.43766, -2.64063, -0.00022)
N (0.96180, -4.88470, -0.39670)
C (-0.06223, -5.83893, -0.09086)
C (0.00623, -7.04136, -0.78518)
C (-0.91125, -8.04591, -0.53238)
C (-1.90782, -7.85309, 0.41399)
C (-1.96278, -6.65566, 1.11102)
C (-1.04019, -5.64403, 0.87316)
H (2.16884, -1.94608, -0.71406)
H (2.90511, -3.48735, -1.02011)
H (1.78944, -5.30888, -0.78658)
H (0.77846, -7.19021, -1.53302)
H (-0.84916, -8.97688, -1.08137)
H (-2.62947, -8.63438, 0.61151)
H (-2.72638, -6.50156, 1.86304)
H (-1.08284, -4.72813, 1.44229)
C (-5.59224, -0.45976, 1.65454)
Si (-5.05220, 0.02375, -0.04953)
C (-5.55808, 1.76348, -0.43078)
C (-5.71263, -1.16296, -1.30458)
C (-3.21170, -0.03413, -0.08752)
C (-1.99000, -0.03244, -0.07115)
H (-6.68461, -0.44828, 1.72223)
H (-5.20114, 0.22899, 2.40959)
H (-5.24994, -1.47020, 1.89736)
H (-6.64683, 1.84445, -0.50425)
H (-5.12963, 2.09262, -1.38234)
H (-5.22014, 2.44984, 0.35207)
H (-6.80740, -1.15733, -1.30112)
H (-5.37468, -2.18027, -1.08460)
H (-5.37361, -0.90360, -2.31209)

Properties
charge	+1
energy relative to the best compared isomer or geometry (same formula, charge and spin)	0.0	kcal per mole
gap between HOMO and LUMO (spin up / spin down)	7.60 / 7.37	eV
2S+1	4
HOMO level (spin up / spin down)	-10.546 / -10.618	eV

---

no.,calculated total energy (eV)
1,-55022.6731
2,-28177.2868
3,-37220.4673
4,-9768.2576
5,-145889.7389